1.
This record from the Open Molecules 2025 dataset describes the molecule C2H2ClNO2. The level of theory is ωB97M-V with the def2-TZVPD basis set.

Properties
- SMILES string = O=CO/C=N\Cl
- E_HOMO (eV) = -10.42
- gap between HOMO and LUMO (eV) = 10.95
- E_LUMO (eV) = 0.528

Geometry as ORCA input:
```
! RIJCOSX wB97M-V def2-TZVPD def2/J DEFGRID3
* xyz 0 1
H 1.047 -0.935 -0.327
O 0.457 0.504 0.792
N -1.040 0.651 -0.909
C -0.161 1.144 -0.185
C 0.561 -0.847 0.538
H 0.254 2.085 -0.461
Cl -1.573 -0.941 -0.881
O 0.455 -1.661 1.434
*
```

2.
This record from the Open Molecules 2025 dataset describes a structure of composition C2H2ClNO2. The level of theory is ωB97M-V with the def2-TZVPD basis set.

Properties
- E_HOMO (alpha / beta) (eV) = -8.62 / -8.36
- gap between HOMO and LUMO (alpha / beta) (eV) = 8.05 / 7.35
- E_LUMO (alpha / beta) (eV) = -0.571 / -1.016

Geometry as ORCA input:
```
! RIJCOSX wB97M-V def2-TZVPD def2/J DEFGRID3
* xyz 0 1
O 2.214 0.272 -0.240
N 1.876 1.321 -0.218
H -0.437 -0.869 -1.352
C -0.144 -0.669 -0.194
H -1.063 0.334 1.641
O 1.047 -1.022 0.055
C -1.038 0.117 0.542
Cl -2.455 0.516 -0.235
*
```

Q: What are the energies relative to the best structure? A: 1 0.0; 2 291.9, in kJ/mol.